C23H55FeN3OP4Se | ωB97M-V/def2-TZVPD

- Total charge: +3
- Multiplicity: 6
- Energy: -6178.38968 hartree
- Lowest unoccupied orbital energy (spin up / spin down): -0.345 / -0.456 Eh
- Energy above the lowest of the compared OMol25 structures with the same formula, charge and spin: 0.000 eV
- Orbital gap (spin up / spin down): 6.02 / 2.98 eV

Cartesian coordinates (Å):
Fe: 0.175 -0.391 -0.798
P: -1.177 -1.913 -0.013
P: 1.540 -0.511 0.964
P: 1.492 -1.332 -2.196
H: -2.611 3.681 -6.103
C: -2.866 2.831 -6.743
C: -3.565 1.818 -6.200
H: -4.094 1.996 -5.256
C: -2.649 -1.307 0.910
C: -0.680 -3.359 1.035
C: -1.887 -2.819 -1.447
C: 2.704 0.900 0.910
C: 0.849 -0.442 2.646
C: 2.691 -1.938 1.077
C: 0.757 -1.175 -3.859
C: 1.888 -3.109 -1.998
C: 3.129 -0.527 -2.396
H: -2.608 2.969 -7.802
H: -3.704 0.847 -6.683
H: -3.465 -1.172 0.192
H: -2.427 -0.352 1.410
H: -2.961 -2.053 1.654
H: -0.326 -3.060 2.030
H: 0.109 -3.949 0.550
H: -1.551 -4.018 1.172
H: -2.478 -2.114 -2.043
H: -2.538 -3.629 -1.092
H: -1.093 -3.245 -2.074
H: 3.389 0.801 1.759
H: 2.146 1.847 0.992
H: 3.265 0.916 -0.031
H: 1.656 -0.101 3.306
H: 0.532 -1.437 2.969
H: 0.001 0.253 2.688
H: 3.327 -1.775 1.956
H: 3.330 -2.016 0.190
H: 2.129 -2.871 1.208
H: 1.451 -1.599 -4.593
H: 0.575 -0.114 -4.061
H: -0.203 -1.704 -3.883
H: 2.507 -3.415 -2.847
H: 0.972 -3.705 -1.968
H: 2.435 -3.288 -1.070
H: 3.690 -1.086 -3.156
H: 3.686 -0.521 -1.453
H: 2.976 0.510 -2.722
C: 0.099 2.338 -2.194
C: -1.072 2.018 -2.896
C: -1.035 2.124 -4.279
C: 0.096 2.602 -4.946
C: 1.228 2.990 -4.219
C: 1.240 2.857 -2.830
Se: 0.034 2.008 -0.291
H: -0.988 0.711 -0.279
H: -1.958 1.667 -2.350
H: -1.933 1.889 -4.834
H: 0.072 2.696 -6.035
H: 2.086 3.404 -4.741
H: 2.101 3.156 -2.231
C: -4.528 4.110 2.241
N: -3.598 3.067 1.846
C: -3.487 2.946 0.393
P: -2.376 2.599 2.872
O: -1.600 1.486 2.260
N: -1.388 3.827 3.419
C: -0.187 4.156 2.668
C: -1.882 4.916 4.247
N: -3.199 2.269 4.307
C: -2.337 1.974 5.465
C: -4.246 1.258 4.175
H: -5.424 4.033 1.610
H: -4.093 5.108 2.090
H: -4.832 4.009 3.286
H: -3.058 3.859 -0.051
H: -2.868 2.088 0.096
H: -4.507 2.823 -0.009
H: -0.120 3.517 1.776
H: -0.201 5.210 2.354
H: 0.706 3.993 3.291
H: -2.074 5.824 3.657
H: -2.801 4.627 4.755
H: -1.134 5.177 5.005
H: -2.927 2.131 6.378
H: -1.976 0.930 5.461
H: -1.469 2.645 5.474
H: -4.896 1.323 5.049
H: -4.828 1.443 3.273
H: -3.842 0.239 4.138

Löwdin atomic charge list, values in e, 8 entries:
1 Fe 0.0580
2 P 0.7622
3 P 0.7163
4 P 0.7295
5 H 0.0598
6 C -0.0719
7 C -0.0868
8 H 0.0652



C8H13N | ωB97M-V/def2-TZVPD

- Multiplicity: 1
- Energy: -367.16737 hartree
- Lowest unoccupied orbital energy: 0.038 Eh
- Energy above the lowest of the compared OMol25 structures with the same formula, charge and spin: 5.708 eV
- Orbital gap: 10.15 eV

Cartesian coordinates (Å):
C: -0.070 1.968 1.154
C: 0.685 0.895 0.508
C: 0.395 -0.435 0.817
C: -1.129 -0.726 0.917
C: -1.496 -0.902 -0.623
C: -0.313 -0.555 -1.329
C: 0.854 0.672 -1.018
C: 0.776 -1.210 -0.695
H: 0.317 2.994 1.098
H: -1.087 1.973 0.760
H: -0.361 1.598 2.271
H: 1.740 0.978 0.579
H: 0.875 -1.072 1.617
H: -1.474 -1.643 1.353
H: -1.517 0.108 1.541
H: -1.804 -2.079 -0.967
H: -2.217 -0.133 -0.817
H: -0.291 -0.891 -2.298
H: 0.891 1.441 -1.933
H: 2.852 -0.266 -0.986
H: 0.553 -2.323 -0.486
N: 1.821 -0.393 -1.464

Löwdin atomic charge list, values in e, 8 entries:
1 C -0.0501
2 C -0.3932
3 C -0.2407
4 C -0.1200
5 C -0.1536
6 C -0.3035
7 C -0.1764
8 C -0.2484



energy of number 2 (C8H13N)? -367.16737 hartree